Entry 1:
DFT (wB97M-V/def2-TZVPD) results for a structure of composition H4NO2P2 in a non-equilibrium geometry.

Structure (ORCA input):
```
! wB97M-V def2-TZVPD RIJCOSX def2/J DEFGRID3
* xyz -1 1
N -0.92 -0.77 0.95
O -1.23 1.08 -1.45
O 0.48 -0.79 -1.76
P 1.30 1.43 0.23
P -0.17 0.21 -0.91
H -0.07 -1.42 0.82
H -1.65 -1.26 0.46
H 1.88 0.09 0.45
H 0.38 1.43 1.22
*
```

Results
HOMO-LUMO gap, eV: 8.81
Energy above the lowest of the compared OMol25 structures with the same formula, charge and spin, kJ/mol: 154.16
HOMO energy, Eh: -0.163
Calculated total energy, eV: -24229.5966

Entry 2:
DFT (wB97M-V/def2-TZVPD) results for an isolated molecule of H4NO3PS in a non-equilibrium geometry.

Structure (ORCA input):
```
! wB97M-V def2-TZVPD RIJCOSX def2/J DEFGRID3
* xyz 0 1
O 1.71 -0.96 -0.21
N 1.65 0.27 0.23
S 0.12 1.41 0.02
P -1.50 -0.01 0.71
O -0.96 -1.31 -0.13
O -2.59 0.60 -0.27
H 1.76 0.47 1.31
H 2.18 0.83 -0.38
H 0.07 -1.39 -0.27
H -2.44 0.08 -1.01
*
```

Results
HOMO-LUMO gap, eV: 8.99
Energy above the lowest of the compared OMol25 structures with the same formula, charge and spin, kJ/mol: 224.11
Structure (SMILES): [O-][NH2+]SP(O)O
HOMO energy, Eh: -0.341
Calculated total energy, eV: -27819.5861

Entry 3:
DFT (wB97M-V/def2-TZVPD) results for the ion H4NOP2 with charge -1 in a non-equilibrium geometry.

Structure (ORCA input):
```
! wB97M-V def2-TZVPD RIJCOSX def2/J DEFGRID3
* xyz -1 1
O -2.08 -0.89 0.41
P -1.37 0.26 0.00
N 0.06 -0.38 0.35
P 1.66 0.02 0.02
H -1.48 0.45 -1.35
H -1.60 1.39 0.86
H 2.18 -0.22 1.29
H 2.04 -1.16 -0.70
*
```

Results
HOMO-LUMO gap, eV: 7.44
Energy above the lowest of the compared OMol25 structures with the same formula, charge and spin, kJ/mol: 156.22
Structure (SMILES): [O-][PH2]=NP
HOMO energy, Eh: -0.099
Calculated total energy, eV: -22179.6309